{"formula": "C5H12S", "method": "ωB97M-V/def2-TZVPD", "energy_ev": -16213.445, "e_above_lowest_kcal_mol": 30.7, "smiles": "CCC(C)(C)S", "homo_ev": -9.1, "homo_lumo_gap_ev": 9.94, "elements": ["C", "C", "C", "C", "C", "S", "H", "H", "H", "H", "H", "H", "H", "H", "H", "H", "H", "H"], "coordinates": [[1.3995, -1.6576, -0.1280], [0.9563, -0.2797, 0.5498], [-0.4584, 0.1442, 0.0064], [-0.1802, 0.4884, -1.4459], [-0.9303, 1.3600, 0.7433], [-1.8092, -1.0313, 0.0879], [0.4064, -2.2531, -0.1726], [1.9754, -2.0715, 0.6049], [1.8217, -1.3822, -1.0025], [1.7745, 0.3909, 0.2821], [0.9577, -0.3647, 1.7109], [0.0522, -0.4799, -1.9070], [-1.0828, 1.0639, -1.7625], [0.7738, 1.1915, -1.5393], [-1.1995, 1.3034, 1.8107], [-0.2450, 2.1863, 0.8324], [-1.7889, 1.9159, 0.1074], [-2.4235, -0.5244, 1.2220]], "atomic_forces_ev_per_a": [[-5.4302, 1.3038, 2.8803], [-0.5375, -2.1033, 1.4374], [2.3016, 1.4891, 1.0535], [0.7338, 1.5101, 0.0050], [-2.1984, 3.0417, -0.7018], [-0.7212, -0.4768, 0.8146], [1.9283, 0.5600, -0.4705], [2.1108, -1.6348, 1.2253], [1.5059, -0.0301, -2.8958], [-0.5726, 0.6577, 0.1054], [-0.1367, 0.0048, -1.9106], [-0.4378, 0.6458, -0.7739], [0.7948, -0.8262, -0.7197], [-2.0307, -1.4473, 0.2339], [-0.4533, -0.8257, -0.4895], [1.1813, 0.0955, -0.5527], [1.3757, -1.5158, 1.6805], [0.5862, -0.4484, -0.9213]], "mulliken_charge": [-1.278, -0.609, 1.106, -1.394, -1.744, -0.211, 0.254, 0.445, 0.416, 0.320, 0.352, 0.423, 0.387, 0.245, 0.463, 0.394, 0.286, 0.146]}

{"formula": "C5H12S", "method": "ωB97M-V/def2-TZVPD", "energy_ev": -16213.026, "e_above_lowest_kcal_mol": 40.3, "smiles": "C=CSCC.C", "homo_ev": -8.2, "homo_lumo_gap_ev": 9.18, "elements": ["C", "C", "S", "C", "C", "H", "H", "H", "H", "H", "H", "H", "H", "C", "H", "H", "H", "H"], "coordinates": [[-3.3257, -0.8641, -0.4310], [-2.5391, 0.1571, -0.0536], [-0.9381, 0.5998, -0.7305], [-0.2945, 1.8702, 0.3612], [1.0689, 1.2980, 0.7463], [-4.0592, -1.1539, 0.3121], [-3.2108, -1.4140, -1.3510], [-2.7244, 0.6610, 0.8145], [-0.1708, 2.7700, -0.1488], [-1.0671, 1.9673, 1.1590], [1.8156, 1.2871, -0.0365], [1.6078, 1.9722, 1.4720], [0.7775, 0.3407, 1.1322], [2.5924, -1.8995, -0.6558], [3.2986, -1.5391, 0.0462], [2.2370, -0.9462, -0.9418], [3.1134, -2.5213, -1.3761], [1.8184, -2.5854, -0.3182]], "atomic_forces_ev_per_a": [[0.6367, 1.0685, 0.6121], [1.2435, -1.7040, -2.2757], [-1.4525, -0.6083, -1.1970], [-0.3420, -1.3693, 0.5845], [0.1303, 1.9041, 1.7150], [-0.3803, -0.0196, -0.4752], [0.1092, -0.1791, 0.0440], [-0.6022, 1.2040, 2.3379], [-0.2083, 1.6310, -0.8584], [1.0642, 0.1034, -0.1570], [-0.4160, -0.5295, -0.7273], [-0.8079, -0.8162, -0.0511], [1.0298, -0.6630, 0.4594], [0.1248, -1.1065, -0.1563], [0.7716, -0.6464, 1.4609], [-1.0075, 0.5237, -1.4044], [0.2225, 0.6566, -0.6339], [-0.1158, 0.5508, 0.7226]], "mulliken_charge": [-0.700, -0.071, -0.078, -0.451, -1.034, 0.224, 0.277, 0.250, 0.362, 0.299, 0.249, 0.327, 0.347, -1.032, 0.295, 0.183, 0.319, 0.233]}

{"formula": "C5H12S", "method": "ωB97M-V/def2-TZVPD", "energy_ev": -16212.514, "e_above_lowest_kcal_mol": 52.2, "smiles": "C=CC.CSC", "homo_ev": -8.7, "homo_lumo_gap_ev": 9.61, "elements": ["C", "C", "C", "H", "H", "H", "H", "H", "H", "C", "S", "C", "H", "H", "H", "H", "H", "H"], "coordinates": [[0.9173, -2.0605, -2.2720], [1.3244, -1.2804, -1.1925], [1.5970, -1.7421, 0.2578], [0.4492, -1.7132, -3.1949], [0.8096, -3.2402, -2.2736], [1.2905, -0.1900, -1.2666], [1.5635, -2.8410, 0.3828], [2.5599, -1.6424, 0.7050], [0.8974, -1.1232, 0.8320], [-1.2154, 1.4788, -0.4896], [-0.2136, 2.3507, 0.7825], [-1.1554, 2.0744, 2.3070], [-2.2536, 1.4572, -0.0724], [-0.8078, 0.4883, -0.7863], [-1.4433, 1.9136, -1.5631], [-2.1700, 1.5817, 2.0576], [-0.6095, 1.4413, 3.0178], [-1.5401, 3.0469, 2.7686]], "atomic_forces_ev_per_a": [[0.0007, -1.0645, 2.2370], [-0.6421, -1.9473, -1.4560], [-0.5236, -0.7567, -1.3194], [0.6058, 0.6586, 0.2892], [0.5890, 2.5117, 0.6355], [0.0812, -0.2901, -0.3454], [-1.1988, 0.4287, -0.1601], [1.1246, 1.2208, -0.2555], [0.0002, -0.7236, 0.3832], [-1.5523, -0.0045, -1.6922], [-0.0321, 0.1083, -0.7808], [-2.6864, 0.2597, 0.0145], [0.9041, -0.5966, -0.2676], [-0.4297, 0.3943, 0.8665], [1.0910, 0.2351, 2.2600], [1.7380, 0.3407, 0.2672], [-0.2054, 0.3601, -0.1856], [1.1358, -1.1346, -0.4905]], "mulliken_charge": [-0.663, -0.077, -0.805, 0.265, 0.183, 0.357, 0.314, 0.309, 0.129, -0.767, -0.070, -0.753, 0.296, 0.181, 0.313, 0.225, 0.259, 0.304]}

{"formula": "C5H12S", "method": "ωB97M-V/def2-TZVPD", "energy_ev": -16206.791, "e_above_lowest_kcal_mol": 184.1, "homo_ev": [-7.3, -7.2], "homo_lumo_gap_ev": [7.37, 6.47], "elements": ["C", "C", "C", "C", "C", "S", "H", "H", "H", "H", "H", "H", "H", "H", "H", "H", "H", "H"], "coordinates": [[2.1082, 0.5120, 0.9959], [1.4991, -0.5812, -1.4261], [-1.4438, -1.5571, 0.0180], [-1.0942, 2.2570, -0.0916], [-0.3846, -0.8329, 0.8276], [0.8252, 0.2242, -0.1098], [1.7893, 1.2675, 1.6300], [3.0817, 0.5861, 0.3372], [0.6939, -1.1904, -2.0085], [1.9943, 0.0634, -2.2314], [-1.1908, -2.4980, -0.5564], [-2.2009, -1.9825, 0.6354], [-1.8251, -0.7768, -0.6214], [-0.1774, 2.6389, -0.4918], [-1.9060, 2.0702, -0.8676], [-1.2727, 1.7036, 0.7866], [0.2351, -1.6352, 1.4939], [-0.7314, -0.2688, 1.6802]], "atomic_forces_ev_per_a": [[1.3002, -1.2456, -2.8989], [-1.6646, -0.8242, -2.9349], [0.5825, -0.2563, -0.8202], [-1.7859, -0.4374, -2.6147], [2.6145, -3.7365, 1.7439], [0.5891, -0.6517, 0.6457], [0.0495, 1.7226, 1.3337], [-1.8987, 0.0567, 1.6953], [1.3784, 0.7685, 1.3430], [-0.5569, -0.4708, 1.6908], [0.6946, 1.4781, 0.2867], [-0.8482, 0.3807, 0.8566], [-0.8216, -0.2361, -0.6350], [0.2052, 0.3708, 0.5299], [1.1474, 0.4235, 1.0002], [0.3159, 0.0485, 1.1589], [-0.7839, 1.7156, -2.0191], [-0.5174, 0.8935, -0.3620]], "mulliken_charge": [-0.840, -0.901, -1.137, -0.889, -0.506, 0.486, 0.318, 0.255, 0.247, 0.269, 0.295, 0.397, 0.271, 0.324, 0.235, 0.361, 0.352, 0.464]}

{"formula": "C5H12S2", "method": "ωB97M-V/def2-TZVPD", "energy_ev": -27050.198, "e_above_lowest_kcal_mol": 0.5, "smiles": "CCCSSCC", "homo_ev": -8.6, "homo_lumo_gap_ev": 9.29, "elements": ["C", "C", "C", "S", "S", "C", "C", "H", "H", "H", "H", "H", "H", "H", "H", "H", "H", "H", "H"], "coordinates": [[-1.0079, -3.0914, -1.4433], [-1.8163, -1.8188, -1.5351], [-1.4341, -0.7566, -0.5038], [0.2802, -0.2003, -0.7289], [0.7174, 0.4256, 1.2362], [0.6737, 2.2301, 1.0506], [2.0093, 2.8695, 1.4737], [0.0145, -2.9407, -1.7931], [-1.4623, -3.8518, -2.0788], [-0.9047, -3.4773, -0.4285], [-2.8594, -2.0959, -1.3600], [-1.7473, -1.4216, -2.5514], [-2.0716, 0.1245, -0.5394], [-1.5236, -1.2399, 0.4689], [0.5241, 2.4536, -0.0014], [-0.1276, 2.7124, 1.6046], [2.9115, 2.4315, 1.0481], [2.1271, 2.6823, 2.5458], [2.0158, 3.9362, 1.2710]], "atomic_forces_ev_per_a": [[0.6492, -0.2280, -0.2547], [-0.2412, 0.2311, 0.0009], [-0.1321, -0.3432, -0.1261], [0.2765, -0.0081, 1.0972], [-0.1993, -0.1241, -0.9818], [1.0210, 0.7234, -0.4628], [-0.1368, -0.5768, 0.8011], [-0.0106, 0.0073, -0.0670], [0.0499, -0.1135, 0.1032], [-0.2859, 0.0202, 0.0818], [-0.0916, 0.2970, -0.0554], [-0.0910, 0.0374, 0.0165], [-0.1877, -0.1193, -0.0081], [0.1370, 0.2866, 0.1462], [-0.2391, -0.2137, -0.1204], [-0.1970, -0.2843, 0.1499], [-0.2874, -0.1620, -0.4855], [0.0418, 0.4176, 0.0488], [-0.0758, 0.1525, 0.1162]], "mulliken_charge": [-1.092, -0.469, -0.602, -0.137, -0.111, -0.401, -1.090, 0.329, 0.331, 0.305, 0.314, 0.290, 0.378, 0.360, 0.302, 0.341, 0.312, 0.300, 0.339]}

{"formula": "C5H12S2", "method": "ωB97M-V/def2-TZVPD", "energy_ev": -27046.952, "e_above_lowest_kcal_mol": 75.4, "smiles": "C=CC.C=CS.S", "homo_ev": -8.7, "homo_lumo_gap_ev": 9.38, "elements": ["C", "C", "C", "H", "H", "H", "H", "H", "H", "C", "C", "S", "H", "H", "H", "H", "S", "H", "H"], "coordinates": [[-0.4151, 2.2792, -0.4565], [0.6478, 1.4542, -0.5923], [0.9173, 0.5044, -1.7738], [-1.1062, 2.4808, -1.2776], [-0.6125, 2.8373, 0.5158], [1.2917, 1.4295, 0.3041], [0.8062, 1.1850, -2.6747], [1.6820, -0.2493, -1.9645], [-0.0156, -0.1455, -1.6340], [2.0526, -2.4868, 1.4252], [0.9870, -1.7634, 1.6730], [-0.5556, -1.8660, 0.9097], [2.0811, -3.1723, 0.5478], [2.8868, -2.5523, 2.1970], [1.1226, -1.1185, 2.6122], [-0.1401, -2.8343, -0.1164], [-3.5352, 1.6519, -0.3034], [-3.1608, 0.9650, 0.6973], [-4.9342, 1.4011, -0.0890]], "atomic_forces_ev_per_a": [[0.8030, 0.0453, 0.3722], [0.4478, 0.2208, 1.3738], [-3.2404, 0.8495, -0.5359], [0.1232, -0.1951, 0.2292], [0.4849, -0.7678, -1.4890], [-0.1460, -0.3108, -0.5269], [0.0083, -1.2824, 0.6271], [0.7058, 0.7997, 0.9405], [0.9962, 0.6953, -0.9922], [1.7236, -1.5311, -0.0098], [0.6500, 1.0518, 2.4089], [0.1921, -1.1752, -1.9991], [0.1440, 0.4447, 0.8211], [-0.9988, 0.3681, -1.4690], [-1.0220, -0.7462, -1.5067], [-0.7189, 1.6004, 1.7399], [-2.7332, 0.8694, -1.5264], [0.5629, -1.2208, 1.7349], [2.0176, 0.2843, -0.1925]], "mulliken_charge": [-0.878, 0.075, -0.885, 0.362, 0.278, 0.297, 0.265, 0.320, 0.169, -0.631, 0.071, -0.215, 0.163, 0.214, 0.249, 0.138, -0.254, 0.111, 0.152]}

{"formula": "C5H12Si", "method": "ωB97M-V/def2-TZVPD", "energy_ev": -13252.288, "e_above_lowest_kcal_mol": 102.4, "homo_ev": [-9.0, -8.1], "homo_lumo_gap_ev": [8.13, 8.12], "elements": ["C", "C", "C", "C", "C", "Si", "H", "H", "H", "H", "H", "H", "H", "H", "H", "H", "H", "H"], "coordinates": [[-2.4378, 1.0918, -0.3478], [-1.1969, 1.3991, 0.0821], [-1.4326, -2.1605, 0.9840], [2.3939, -0.5905, -0.4428], [0.0164, 1.1244, -0.6019], [1.7672, 1.1297, -0.0039], [-3.2387, 1.0387, 0.3511], [-2.6448, 0.7793, -1.3327], [-1.0988, 1.6259, 1.1425], [-1.7225, -1.2180, 1.3823], [-1.4054, -2.1442, -0.0614], [-0.9906, -2.9156, 1.4495], [1.6056, -0.9674, -1.1259], [3.4017, -0.7047, -0.9182], [2.4288, -1.2763, 0.3522], [-0.1081, 0.3196, -1.3744], [2.6713, 1.8491, -0.9181], [1.9914, 1.6196, 1.3835]], "atomic_forces_ev_per_a": [[0.1016, -0.0173, 0.4654], [1.1770, -0.5801, 0.5168], [-1.4702, 2.9020, -1.6339], [0.1415, -0.1124, -1.0348], [-0.7505, -1.1823, -0.0255], [0.8351, -0.2029, -0.6048], [-0.6008, 0.2809, 0.3439], [-0.0890, -0.2905, -1.0848], [-0.0250, 0.6151, -0.0989], [-0.0973, 0.2228, 0.8054], [-0.0148, -0.2430, -1.4534], [1.6257, -2.8918, 2.2811], [0.6502, -0.0297, 0.0880], [-0.9437, 0.6072, 0.1665], [-0.2103, -0.9533, 1.3213], [0.0460, 1.2392, 0.0626], [-0.1738, 0.7699, -0.0032], [-0.2019, -0.1339, -0.1116]], "mulliken_charge": [-0.863, 0.019, -0.889, -0.957, -0.362, 0.456, 0.312, 0.337, 0.267, 0.251, 0.269, 0.385, 0.227, 0.321, 0.317, 0.212, -0.151, -0.150]}